Entry 1:
Entry from the OMol25 dataset: one molecule with the formula C4H5NO2 (ωB97M-V with the def2-TZVPD basis set).

lowest unoccupied orbital energy: 0.67 eV
Kohn-Sham gap: 10.6335 eV
relative energy (zero: lowest compared OMol25 entry of this formula, charge and spin): 51.37 kcal per mole
SMILES: O=C[C@H]1CN1C=O
max |F|: 0.67 eV/A
net charge: 0

Structure (XYZ):
```
12
Properties=species:S:1:pos:R:3:forces:R:3
O -1.21599 2.42215 -0.24607 0.4 -0.4 0.2
C -0.63915 1.37338 -0.40348 -0.1 0.2 0.1
C 0.06098 0.63736 0.70734 0.0 0.2 0.0
C -0.43622 -0.72677 1.00579 -0.2 -0.1 0.1
N 0.87523 -0.57901 0.40121 0.1 0.0 -0.2
C 0.99273 -0.92244 -0.97375 -0.3 -0.1 -0.3
O 0.08097 -1.12725 -1.73606 0.4 -0.3 0.4
H -0.59990 0.86911 -1.37944 -0.2 0.2 0.0
H 0.48302 1.25294 1.49770 -0.2 -0.1 -0.1
H -1.24025 -1.11921 0.38605 0.1 0.1 0.0
H -0.40474 -1.07967 2.03259 0.0 0.1 -0.2
H 2.04333 -1.00058 -1.29188 -0.1 0.1 0.1
```
Positions in Å, forces in eV/Å.



Entry 2:
Entry from the OMol25 dataset: a 3-piece molecular cluster, C4H5NO2 overall in a non-equilibrium geometry (ωB97M-V with the def2-TZVPD basis set).

lowest unoccupied orbital energy: 0.45 eV
Kohn-Sham gap: 10.1750 eV
relative energy (zero: lowest compared OMol25 entry of this formula, charge and spin): 92.52 kcal per mole
max |F|: 1.44 eV/A
net charge: 0

Structure (XYZ):
```
12
Properties=species:S:1:pos:R:3:forces:R:3
O -2.41052 1.99551 0.09140 0.7 -0.4 -0.1
C -1.41030 1.48213 -0.03510 -1.1 0.9 0.0
C -0.96331 -1.07855 -0.43387 0.7 -0.4 0.3
C 0.16711 -0.82692 -1.30307 0.1 0.0 -0.3
N 0.13162 -1.38087 0.10755 -0.8 0.0 -0.2
C 1.37649 0.55427 1.32354 0.4 0.2 -0.1
O 2.28442 0.84542 0.58379 -0.4 -0.1 0.3
H 0.35181 0.91921 1.14749 0.2 0.0 0.1
H -2.01830 -1.09312 -0.20271 0.0 -0.1 0.0
H 0.56830 0.18146 -1.42432 -0.1 -0.2 0.1
H 0.41703 -1.53744 -2.08512 0.0 0.1 0.0
H 1.50563 -0.06109 2.23041 0.2 0.0 -0.1
```
Positions in Å, forces in eV/Å.



Entry 3:
Entry from the OMol25 dataset: one molecule with the formula C4H5NO2 in a non-equilibrium geometry (ωB97M-V with the def2-TZVPD basis set).

lowest unoccupied orbital energy: -0.24 eV
Kohn-Sham gap: 9.6766 eV
relative energy (zero: lowest compared OMol25 entry of this formula, charge and spin): 52.56 kcal per mole
SMILES: O=CC(=O)N1CC1
max |F|: 1.09 eV/A
net charge: 0

Structure (XYZ):
```
12
Properties=species:S:1:pos:R:3:forces:R:3
O 1.46013 1.56627 0.61129 0.5 -0.5 -0.1
C 1.88724 0.47360 0.33130 0.1 0.5 0.2
C 0.96144 -0.69987 -0.01442 -0.1 -0.2 0.1
O 1.34458 -1.74176 -0.50439 0.0 0.5 0.2
N -0.30054 -0.41663 0.40255 0.2 -0.2 0.3
C -1.49575 -0.66359 -0.33949 -0.3 0.0 0.1
C -1.04129 0.75367 0.03041 -0.2 0.0 -0.2
H 2.96472 0.25365 0.31338 0.1 -0.1 -0.1
H -2.37374 -1.00296 0.19765 0.3 -0.3 0.2
H -1.30364 -1.24201 -1.25545 -0.3 1.0 -0.1
H -0.67712 1.47272 -0.70221 0.1 -0.6 0.0
H -1.42603 1.24691 0.92939 -0.5 -0.2 -0.6
```
Positions in Å, forces in eV/Å.



Entry 4:
Entry from the OMol25 dataset: one molecule with the formula C4H5NO2 (ωB97M-V with the def2-TZVPD basis set).

lowest unoccupied orbital energy: 0.69 eV
Kohn-Sham gap: 10.8675 eV
relative energy (zero: lowest compared OMol25 entry of this formula, charge and spin): 45.94 kcal per mole
SMILES: O=C[C@H]1CN1C=O
max |F|: 0.52 eV/A
net charge: 0

Structure (XYZ):
```
12
Properties=species:S:1:pos:R:3:forces:R:3
O -2.01936 1.21072 -1.36988 0.4 -0.2 0.1
C -1.04053 0.60778 -1.00484 -0.3 0.2 0.0
C -0.51536 0.69888 0.39448 -0.2 0.2 -0.1
C -0.35080 -0.61446 1.09336 -0.1 -0.2 0.1
N 0.80635 0.14918 0.71397 0.2 -0.1 0.0
C 1.61611 -0.33642 -0.33265 0.0 -0.3 -0.2
O 1.55655 -1.44903 -0.79289 0.2 0.4 0.3
H -0.49130 -0.07631 -1.68297 -0.1 0.0 0.1
H -0.82316 1.58083 0.95001 0.1 -0.1 -0.1
H -0.55509 -1.52255 0.52887 0.0 0.2 0.1
H -0.54477 -0.65622 2.16210 0.0 0.0 -0.2
H 2.36134 0.40761 -0.65957 -0.2 0.0 0.0
```
Positions in Å, forces in eV/Å.



Entry 5:
Entry from the OMol25 dataset: one molecule with the formula C4H5NO2S in a non-equilibrium geometry (ωB97M-V with the def2-TZVPD basis set).

lowest unoccupied orbital energy: -0.28 eV
Kohn-Sham gap: 9.9419 eV
relative energy (zero: lowest compared OMol25 entry of this formula, charge and spin): 80.09 kcal per mole
SMILES: [H]/N=C1/C=CS(=O)(=O)C1
max |F|: 5.76 eV/A
net charge: 0

Structure (XYZ):
```
13
Properties=species:S:1:pos:R:3:forces:R:3
H 2.14424 1.33078 0.07718 -0.5 -1.9 -0.7
N 1.90143 0.32146 -0.21587 2.8 2.3 0.7
C 0.69989 0.07303 -0.14530 -4.3 0.8 0.2
C 0.17979 -1.29678 -0.41906 -1.6 1.2 2.1
C -1.12859 -1.51569 -0.15569 2.5 2.8 -0.5
S -2.03597 0.02112 -0.02884 2.4 1.5 0.2
O -2.57718 0.19610 -1.32505 -0.6 0.3 -1.4
O -2.87433 0.20613 1.09623 -0.6 -0.5 1.2
C -0.52648 1.12553 0.19826 1.6 -5.2 1.8
H 0.96576 -1.98566 -0.44563 0.7 -1.5 -0.8
H -1.67703 -2.35485 -0.36376 -1.2 -2.1 0.0
H -0.32757 1.48895 1.20978 -0.7 -0.3 0.0
H -0.37864 1.87747 -0.44625 -0.3 2.7 -2.7
```
Positions in Å, forces in eV/Å.



Entry 6:
Entry from the OMol25 dataset: one molecule with the formula C4H5NO3 in a non-equilibrium geometry (ωB97M-V with the def2-TZVPD basis set).

lowest unoccupied orbital energy: 0.75 eV
Kohn-Sham gap: 10.3711 eV
relative energy (zero: lowest compared OMol25 entry of this formula, charge and spin): 53.95 kcal per mole
SMILES: CC(=O)O[C@@]1(O)C=N1
max |F|: 3.16 eV/A
net charge: 0

Structure (XYZ):
```
13
Properties=species:S:1:pos:R:3:forces:R:3
C 2.19784 -0.43744 -0.17670 -0.1 0.0 0.1
C 0.87610 0.16410 0.19146 0.3 -0.1 0.4
O 0.71791 1.26529 0.65245 0.3 0.0 -0.2
O -0.14344 -0.70620 0.00619 0.1 -0.1 -0.6
C -1.43131 -0.13844 0.00046 0.0 2.7 0.8
O -2.36256 -0.98743 0.49343 -0.2 -0.4 0.1
C -1.54717 1.33303 0.08995 -0.9 -3.0 -0.5
N -1.75079 0.81204 -1.05540 0.3 0.3 -0.1
H 2.43830 -1.21564 0.54612 0.0 -0.1 0.0
H 2.13891 -0.89000 -1.16259 0.0 0.0 0.0
H 2.96868 0.32652 -0.14427 0.0 0.0 0.0
H -2.44007 -1.77029 -0.06963 0.1 0.1 0.0
H -1.66241 2.24446 0.62852 0.1 0.5 0.1
```
Positions in Å, forces in eV/Å.



Entry 7:
Entry from the OMol25 dataset: one molecule with the formula C4H5NO3 in a non-equilibrium geometry (ωB97M-V with the def2-TZVPD basis set).

lowest unoccupied orbital energy: -0.12 eV
Kohn-Sham gap: 10.2085 eV
relative energy (zero: lowest compared OMol25 entry of this formula, charge and spin): 93.58 kcal per mole
SMILES: O=CN1C[C@H]1C(=O)O
max |F|: 8.94 eV/A
net charge: 0

Structure (XYZ):
```
13
Properties=species:S:1:pos:R:3:forces:R:3
O 0.66111 0.59793 2.34142 1.3 -0.8 -2.0
C 1.24617 0.16372 1.36586 0.6 0.1 1.4
N 0.55149 -0.35724 0.21247 1.2 0.3 5.8
C 0.86706 0.04600 -1.00516 -2.1 -0.7 -8.7
C -0.45060 0.54915 -0.38234 1.8 -0.4 -0.6
C -1.76477 -0.11542 -0.48384 -6.2 -1.2 1.9
O -2.93835 0.36036 -0.64854 5.4 -1.1 -0.3
O -1.65259 -1.39004 0.05244 2.4 2.3 -0.4
H 2.42696 0.05127 1.28037 -2.2 0.2 0.2
H 0.34021 -0.78667 -1.74626 2.5 1.9 1.1
H 1.68740 0.69118 -1.54423 -1.5 -1.2 2.0
H -0.35144 1.42824 0.13573 -0.6 2.4 0.6
H -0.62265 -1.23849 0.42207 -2.7 -1.8 -0.9
```
Positions in Å, forces in eV/Å.



Entry 8:
Entry from the OMol25 dataset: one molecule with the formula C4H5NO3 in a non-equilibrium geometry (ωB97M-V with the def2-TZVPD basis set).

lowest unoccupied orbital energy: -0.34 eV
Kohn-Sham gap: 9.1179 eV
relative energy (zero: lowest compared OMol25 entry of this formula, charge and spin): 111.00 kcal per mole
SMILES: O=C/C=C/O/C=N/O
max |F|: 6.02 eV/A
net charge: 0

Structure (XYZ):
```
13
Properties=species:S:1:pos:R:3:forces:R:3
O 2.33312 -0.83142 -2.61552 -0.2 4.3 4.3
C 2.20177 -0.02953 -1.59546 0.7 -4.3 -2.5
C 1.00102 -0.06823 -0.73521 -1.9 1.6 1.0
C -0.28654 -0.38337 -1.14755 2.2 -0.1 0.1
O -1.49347 -0.40575 -0.51566 -0.5 -0.1 -0.4
C -1.79778 -0.13043 0.76788 3.3 1.9 0.8
N -0.88476 0.42084 1.50591 -1.9 -1.6 0.7
O -1.36893 0.37952 2.88254 2.8 2.9 0.3
H 3.07296 0.56407 -1.06323 -1.3 -0.9 -1.7
H 1.17598 0.44573 0.25385 -0.5 -0.9 -1.1
H -0.46296 -0.76284 -2.15572 0.3 0.2 0.2
H -2.81351 -0.24497 1.07089 -0.5 -0.6 0.0
H -0.67690 1.04638 3.34729 -2.5 -2.4 -1.6
```
Positions in Å, forces in eV/Å.



Entry 9:
Entry from the OMol25 dataset: a 2-piece molecular cluster, C4H5NO3 overall in a non-equilibrium geometry (ωB97M-V with the def2-TZVPD basis set).

lowest unoccupied orbital energy: -0.84 eV
Kohn-Sham gap: 8.7345 eV
relative energy (zero: lowest compared OMol25 entry of this formula, charge and spin): 102.39 kcal per mole
max |F|: 8.43 eV/A
net charge: 0

Structure (XYZ):
```
13
Properties=species:S:1:pos:R:3:forces:R:3
C -0.78062 -0.28895 -0.16251 1.3 -0.1 -0.6
C 0.29367 -1.02286 0.29009 -0.7 1.7 -0.3
C 1.62825 -0.55309 0.02949 6.1 -0.4 -5.8
C 0.62794 1.53344 0.03038 -0.2 2.2 1.6
H -2.61249 -0.06638 0.66101 1.0 -2.1 -4.4
H -2.26817 -1.61501 -0.20491 -0.1 -3.5 1.0
H 0.09434 -2.01597 0.44745 0.1 -2.3 0.5
H 0.79170 2.53546 -0.48542 -0.8 -1.1 1.2
H 0.46872 1.52858 1.17894 0.7 0.5 -1.5
N -2.07469 -0.75049 -0.55254 -0.2 6.6 4.4
O 2.69709 -1.12791 -0.47660 -5.4 1.2 3.9
O 1.73069 0.83206 -0.33440 -0.6 -2.2 1.1
O -0.59643 1.01111 -0.42097 -1.3 -0.7 -1.1
```
Positions in Å, forces in eV/Å.



Entry 10:
Entry from the OMol25 dataset: one molecule with the formula C4H5NO3 in a non-equilibrium geometry (ωB97M-V with the def2-TZVPD basis set).

lowest unoccupied orbital energy: 0.21 eV
Kohn-Sham gap: 10.4776 eV
relative energy (zero: lowest compared OMol25 entry of this formula, charge and spin): 87.22 kcal per mole
SMILES: O=C1CNCC(=O)O1
max |F|: 8.36 eV/A
net charge: 0

Structure (XYZ):
```
13
Properties=species:S:1:pos:R:3:forces:R:3
O -0.09850 1.20317 2.31551 1.7 -5.5 -6.0
C 0.05504 0.32385 1.32867 -1.2 4.3 2.6
C -1.20243 -0.61660 0.91966 1.1 -0.9 2.3
N -0.90923 -1.47857 -0.28439 2.7 2.4 0.7
C -0.68649 -0.39318 -1.32911 3.9 -6.5 -1.2
C 0.62497 0.26942 -1.19762 -0.9 -0.2 3.9
O 1.31115 0.56559 -2.06295 2.2 1.2 -1.0
O 1.16571 0.33704 0.35758 -3.4 0.1 0.0
H -2.06088 0.09948 1.03300 0.6 -0.5 -1.6
H -1.55839 -1.31967 1.73771 1.3 0.7 -0.4
H 0.16956 -1.88579 -0.07419 -3.9 1.3 -0.6
H -1.51562 0.08154 -1.58892 -3.5 2.7 -0.4
H -0.44336 -0.97283 -2.32749 -0.6 0.9 1.7
```
Positions in Å, forces in eV/Å.